Entry 1:
A cluster of 2 separate species, C5H14N2O in total at a distorted geometry. Source: the Open Molecules 2025 dataset; level of theory: the ωB97M-V functional and the def2-TZVPD basis.

```
22
Properties=species:S:1:pos:R:3:forces:R:3:mulliken_charge:R:1
C -0.2804 -0.7843 1.2411 0.849 -0.974 -0.315 -0.802
C 0.1771 0.0211 0.0196 -0.533 0.221 1.833 -0.174
C -0.7406 -0.1832 -1.1413 0.021 1.007 -0.902 0.464
C -1.9048 -0.8307 -1.1851 -0.150 -1.201 0.948 -1.194
C -0.5059 -0.0172 -3.5582 0.153 0.736 0.230 -0.685
N -0.2403 0.4263 -2.2821 0.177 -0.879 -0.605 -0.171
N 0.2949 -0.2585 2.5362 -1.497 1.641 -0.678 -0.292
H 0.0979 -1.8019 1.1667 -0.227 -0.112 -0.120 0.289
H -1.3615 -0.8328 1.3407 0.085 0.256 0.202 0.495
H 0.2680 1.0675 0.3366 -0.356 0.181 -0.325 0.359
H 1.2003 -0.2621 -0.1937 0.150 -0.293 -0.501 0.358
H -2.3794 -1.2463 -0.3049 0.320 -0.135 0.070 0.182
H -2.3885 -1.1716 -2.0826 -0.112 0.684 -0.362 0.288
H -0.9552 -0.9695 -3.7317 -0.068 -0.253 0.067 0.280
H -0.0699 0.5727 -4.3335 0.001 0.041 -0.420 0.282
H 0.2449 1.3008 -2.1994 0.197 -0.024 0.146 0.259
H 1.3084 -0.0351 2.5436 -0.189 -0.837 0.081 0.382
H -0.1702 -0.6983 3.3264 0.773 -0.419 0.272 0.332
H -0.0536 0.7045 2.5521 -0.057 0.140 0.298 0.366
H 2.7597 1.7458 2.6955 -0.324 0.132 0.236 0.305
H 2.6185 1.6886 1.2273 -0.445 -0.060 -0.114 0.335
O 2.0803 1.5641 2.0266 1.234 0.148 -0.042 -0.657
```
Positions in Å, forces in eV/Å.

Results
Multiplicity: 2
Total charge: +1
E_LUMO (spin up / spin down): -3.41 / -3.41 eV
HOMO-LUMO gap (spin up / spin down): 5.8 / 8.7 eV
Energy above the lowest of the compared OMol25 structures with the same formula, charge and spin: 29.1 kcal per mole

---

Entry 2:
A cluster of 2 separate species, C5H14N2O2 in total at a distorted geometry. Source: the Open Molecules 2025 dataset; level of theory: the ωB97M-V functional and the def2-TZVPD basis.

```
23
Properties=species:S:1:pos:R:3:forces:R:3:mulliken_charge:R:1
C 0.9633 -2.1049 0.4163 0.621 -0.226 0.310 -0.714
C 0.2969 0.7061 2.6122 -1.665 0.168 -1.651 -0.542
N 1.2273 -0.3114 2.2458 -0.030 -2.331 -1.707 -0.367
O 0.4051 -0.9853 1.0449 0.816 0.956 1.487 -0.255
H 1.2214 -1.0609 2.9419 -0.065 0.056 -0.265 0.307
H 0.5919 -3.0195 0.8848 0.033 -0.202 -0.053 0.283
H 2.0623 -2.1219 0.4592 -0.188 0.165 -0.035 0.317
H 0.6590 -2.0862 -0.6383 0.019 0.083 0.220 0.192
H -0.3010 0.5092 3.5056 0.321 0.144 0.113 0.352
H -0.4058 0.5957 1.7162 0.412 1.158 1.385 0.201
H 0.7748 1.6864 2.5762 -0.190 -0.049 0.267 0.210
C 1.1500 1.4381 -1.1595 0.053 0.183 0.166 -0.478
C -1.9088 -0.2645 -2.2992 0.086 0.139 0.070 -1.153
C -1.0413 0.6187 -1.4379 -0.410 -0.086 0.189 0.940
O 0.2115 0.6713 -1.9086 0.070 -0.080 -0.263 -0.346
N -1.3711 1.2337 -0.3834 0.138 0.187 0.075 -0.721
H -2.3354 1.0756 -0.1125 -0.040 -0.039 -0.265 0.172
H 2.0708 1.4239 -1.7383 -0.031 -0.035 0.034 0.244
H 1.2985 0.9978 -0.1746 0.022 -0.036 -0.028 0.127
H 0.7985 2.4634 -1.0327 -0.014 -0.051 -0.048 0.303
H -1.5187 -0.2990 -3.3137 -0.001 -0.059 -0.004 0.314
H -1.9175 -1.2726 -1.8850 0.030 -0.049 -0.040 0.245
H -2.9318 0.1064 -2.3195 0.011 0.004 0.045 0.370
```
Positions in Å, forces in eV/Å.

Results
Multiplicity: 1
E_LUMO: 0.99 eV
HOMO-LUMO gap: 10.1 eV
Energy above the lowest of the compared OMol25 structures with the same formula, charge and spin: 99.1 kcal per mole

---

Entry 3:
A cluster of 2 separate species, C5H14N2O2 in total at a distorted geometry. Source: the Open Molecules 2025 dataset; level of theory: the ωB97M-V functional and the def2-TZVPD basis.

```
23
Properties=species:S:1:pos:R:3:forces:R:3:mulliken_charge:R:1
C 0.5781 -0.6240 -0.8213 0.758 0.239 0.704 -0.723
N -0.4345 -1.6297 -0.4923 0.220 0.219 -0.867 -0.214
C -1.2297 -1.4825 0.6992 -0.086 0.595 0.656 -0.815
N -0.6062 -1.5446 2.0223 0.079 0.347 -0.056 -0.580
C 0.2580 0.8372 -0.4609 0.171 -0.813 0.921 -0.160
C 1.5550 1.6178 -0.2734 -1.687 1.043 -0.340 -0.929
C 2.0457 1.7147 1.1520 1.858 -1.660 -1.069 0.010
O 1.6614 1.1103 2.1156 -0.766 0.328 0.052 -0.451
H 0.8464 -0.6626 -1.8871 -0.380 -0.132 0.081 0.284
H 1.5363 -0.8577 -0.3163 -0.218 0.024 0.094 0.368
H 0.0339 -2.5251 -0.5072 -0.275 -0.201 -0.055 0.230
H -1.6090 -0.4567 0.7402 -0.279 -0.172 -0.506 0.464
H -2.1122 -2.1167 0.5739 0.297 -0.258 0.460 0.416
H 0.0153 -0.7444 2.0771 0.080 -0.087 0.371 0.236
H -0.0923 -2.3539 2.3476 -0.214 -0.263 -0.583 0.228
H -0.1821 0.9152 0.5424 -0.340 -0.281 -0.330 0.182
H -0.4486 1.2702 -1.1617 0.102 0.229 -0.116 0.345
H 2.3216 1.3212 -0.9936 0.328 0.112 0.398 0.429
H 1.2960 2.6620 -0.4939 0.376 0.147 -0.266 0.361
H 3.0343 2.2045 1.1651 -0.081 0.676 0.462 0.355
H -2.7231 0.6633 -2.7668 0.077 -0.143 0.004 0.312
H -2.6331 0.0094 -1.3721 0.002 0.009 -0.261 0.319
O -3.1113 0.6721 -1.8886 -0.021 0.041 0.247 -0.667
```
Positions in Å, forces in eV/Å.

Results
Multiplicity: 1
E_LUMO: 0.75 eV
HOMO-LUMO gap: 9.5 eV
Energy above the lowest of the compared OMol25 structures with the same formula, charge and spin: 49.7 kcal per mole

---

Entry 4:
A cluster of 3 separate species, C5H14N2O2 in total at a distorted geometry. Source: the Open Molecules 2025 dataset; level of theory: the ωB97M-V functional and the def2-TZVPD basis.

```
23
Properties=species:S:1:pos:R:3:forces:R:3:mulliken_charge:R:1
C 0.4526 2.3639 -1.2443 0.360 -0.437 -3.107 -0.063
C 1.0187 0.8989 1.2658 -0.155 0.281 -0.232 -0.908
C 0.4002 1.4297 -2.2701 0.639 2.044 0.808 -1.139
N -0.1537 1.5060 0.6247 -0.383 -0.586 1.212 -0.469
H -0.5125 2.2683 1.1924 -0.156 -0.234 -0.007 0.254
H 1.4183 2.7074 -0.8867 -0.111 -0.536 0.693 0.278
H -0.2958 3.1474 -1.2336 -0.221 -0.214 0.297 0.228
H 0.8071 0.5151 2.2652 0.119 -0.125 -0.020 0.319
H 1.8135 1.6437 1.3267 0.024 -0.024 0.071 0.380
H 1.3685 0.0931 0.6215 0.055 -0.120 0.103 0.306
H 1.3018 0.8961 -2.5436 -0.095 -0.170 0.042 0.271
H -0.3605 1.5557 -3.0304 -0.266 -0.448 0.189 0.347
H -0.5730 0.0899 -1.2210 -1.250 -1.935 -0.054 0.220
C -0.5880 -2.2780 0.6485 -0.232 -0.047 0.596 0.838
N -1.2790 -0.7129 -0.9693 1.225 1.162 -0.013 -0.532
C 0.3352 -3.0702 1.1947 -0.016 -0.039 -0.175 -0.978
O -0.4614 -1.8620 -0.6272 -0.271 0.570 -0.289 -0.238
O -1.7166 -1.8529 1.2779 -0.005 -0.039 -0.425 -0.485
H -1.7486 -2.2326 2.1625 0.196 -0.045 -0.058 0.306
H -0.8744 0.7717 0.5040 0.242 0.881 0.180 0.288
H -1.7410 -0.9945 -1.8333 0.251 -0.009 0.154 0.283
H 1.2356 -3.2962 0.6547 0.079 -0.067 -0.160 0.264
H 0.1533 -3.5876 2.1211 -0.029 0.137 0.197 0.231
```
Positions in Å, forces in eV/Å.

Results
Multiplicity: 1
E_LUMO: 0.79 eV
HOMO-LUMO gap: 8.4 eV
Energy above the lowest of the compared OMol25 structures with the same formula, charge and spin: 136.2 kcal per mole

---

> What is the multiplicity in the first record?

2

---

> What is the energy above the lowest of the compared OMol25 structures with the same formula, charge and spin in the third record?

49.7 kcal per mole

---

> Number 3 is which compound?

C5H14N2O2

---

Repeat the second record exactly.
A cluster of 2 separate species, C5H14N2O2 in total at a distorted geometry. Source: the Open Molecules 2025 dataset; level of theory: the ωB97M-V functional and the def2-TZVPD basis.

```
23
Properties=species:S:1:pos:R:3:forces:R:3:mulliken_charge:R:1
C 0.9633 -2.1049 0.4163 0.621 -0.226 0.310 -0.714
C 0.2969 0.7061 2.6122 -1.665 0.168 -1.651 -0.542
N 1.2273 -0.3114 2.2458 -0.030 -2.331 -1.707 -0.367
O 0.4051 -0.9853 1.0449 0.816 0.956 1.487 -0.255
H 1.2214 -1.0609 2.9419 -0.065 0.056 -0.265 0.307
H 0.5919 -3.0195 0.8848 0.033 -0.202 -0.053 0.283
H 2.0623 -2.1219 0.4592 -0.188 0.165 -0.035 0.317
H 0.6590 -2.0862 -0.6383 0.019 0.083 0.220 0.192
H -0.3010 0.5092 3.5056 0.321 0.144 0.113 0.352
H -0.4058 0.5957 1.7162 0.412 1.158 1.385 0.201
H 0.7748 1.6864 2.5762 -0.190 -0.049 0.267 0.210
C 1.1500 1.4381 -1.1595 0.053 0.183 0.166 -0.478
C -1.9088 -0.2645 -2.2992 0.086 0.139 0.070 -1.153
C -1.0413 0.6187 -1.4379 -0.410 -0.086 0.189 0.940
O 0.2115 0.6713 -1.9086 0.070 -0.080 -0.263 -0.346
N -1.3711 1.2337 -0.3834 0.138 0.187 0.075 -0.721
H -2.3354 1.0756 -0.1125 -0.040 -0.039 -0.265 0.172
H 2.0708 1.4239 -1.7383 -0.031 -0.035 0.034 0.244
H 1.2985 0.9978 -0.1746 0.022 -0.036 -0.028 0.127
H 0.7985 2.4634 -1.0327 -0.014 -0.051 -0.048 0.303
H -1.5187 -0.2990 -3.3137 -0.001 -0.059 -0.004 0.314
H -1.9175 -1.2726 -1.8850 0.030 -0.049 -0.040 0.245
H -2.9318 0.1064 -2.3195 0.011 0.004 0.045 0.370
```
Positions in Å, forces in eV/Å.

Results
Multiplicity: 1
E_LUMO: 0.99 eV
HOMO-LUMO gap: 10.1 eV
Energy above the lowest of the compared OMol25 structures with the same formula, charge and spin: 99.1 kcal per mole